This record from the Open Molecules 2025 dataset describes a molecular structure, C43H34FeN5. The level of theory is wB97M-V/def2-TZVPD.

Properties
Energy relative to the best compared isomer or geometry (same formula, charge and spin): 7.92 kJ/mol
E_LUMO (alpha / beta): 0.22 / 0.06 eV

```
! RIJCOSX wB97M-V def2-TZVPD def2/J DEFGRID3
* xyz 0 6
Fe -0.2308 0.2626 -0.3484
N 0.3601 -0.7273 1.9328
C 0.9976 0.1516 2.8257
C 0.4744 0.3481 4.1003
C 1.0649 1.2427 4.9778
C 2.1888 1.9512 4.5772
C 2.6926 1.7643 3.2998
C 2.1185 0.8726 2.3943
C 2.6694 0.7434 1.0146
C 4.0624 0.8128 0.8821
C 4.6711 0.8022 -0.3596
C 3.8801 0.7292 -1.4968
C 2.5020 0.6337 -1.3649
C 1.8479 0.6155 -0.1239
H -0.3360 -1.3200 2.3626
H 0.9998 -1.2762 1.3706
H -0.3964 -0.2229 4.4054
H 0.6504 1.3791 5.9687
H 2.6601 2.6598 5.2461
H 3.5371 2.3588 2.9745
H 4.6816 0.8624 1.7704
H 5.7504 0.8493 -0.4368
H 4.3341 0.7310 -2.4814
H 1.9102 0.5543 -2.2727
C -1.3747 -0.0698 -4.6096
C -1.4297 1.2569 -5.0174
C -1.1082 2.2596 -4.1182
C -0.7413 1.9345 -2.8107
C -0.7113 0.6055 -2.3653
C -1.0238 -0.3800 -3.3017
C -0.3661 2.9894 -1.8403
C 0.0234 4.2909 -2.2647
C 0.3567 5.2292 -1.3420
C 0.3042 4.9083 0.0357
C 0.5983 5.8393 1.0562
C 0.5143 5.4754 2.3706
C 0.1381 4.1597 2.7133
C -0.1368 3.2373 1.7430
C -0.0631 3.5918 0.3775
N -0.3781 2.6575 -0.5676
H -1.6072 -0.8610 -5.3131
H -1.7181 1.5097 -6.0299
H -1.1657 3.2916 -4.4432
H -0.9831 -1.4237 -3.0065
H 0.0787 4.5158 -3.3191
H 0.6662 6.2226 -1.6458
H 0.8848 6.8462 0.7758
H 0.7354 6.1928 3.1500
H 0.0796 3.8687 3.7537
H -0.4154 2.2263 2.0080
N -4.1779 -0.1667 1.2272
C -4.2162 1.2072 1.2967
C -2.9863 1.6254 0.8991
N -2.2044 0.5344 0.5921
C -2.9543 -0.5270 0.7965
H -4.9263 -0.8018 1.4373
H -5.0906 1.7482 1.6100
H -2.6194 2.6311 0.8019
H -2.6476 -1.5467 0.6312
N -0.3763 -1.6482 -0.5300
C -0.4054 -2.8948 -0.6214
C 0.7157 -3.7104 -1.1939
C 0.6249 -5.0936 -1.3181
C 1.6800 -5.8196 -1.8563
C 2.8319 -5.1678 -2.2681
C 2.9285 -3.7859 -2.1429
C 1.8769 -3.0610 -1.6117
C -1.6362 -3.6291 -0.1436
C -1.6887 -4.1438 1.1483
C -2.8627 -4.7011 1.6369
C -3.9939 -4.7563 0.8330
C -3.9426 -4.2576 -0.4622
C -2.7686 -3.6969 -0.9483
H -0.2723 -5.6081 -0.9972
H 1.6001 -6.8951 -1.9520
H 3.6555 -5.7337 -2.6850
H 3.8278 -3.2728 -2.4597
H 1.9380 -1.9845 -1.5060
H -0.8029 -4.1078 1.7732
H -2.8929 -5.0976 2.6442
H -4.9087 -5.1947 1.2109
H -4.8192 -4.3045 -1.0962
H -2.7329 -3.2918 -1.9528
*
```

---

This record from the Open Molecules 2025 dataset describes a molecular structure, C43H35AsF3N4OPbS in a non-equilibrium geometry. The level of theory is wB97M-V/def2-TZVPD.

Properties
Energy relative to the best compared isomer or geometry (same formula, charge and spin): 118.61 kJ/mol
E_LUMO: -3.69 eV

```
! RIJCOSX wB97M-V def2-TZVPD def2/J DEFGRID3
* xyz 1 1
Pb 1.5081 -0.4827 0.4265
S 3.8753 -0.4651 0.0957
C 5.6200 -0.5853 -0.2343
C 6.3749 -1.5578 0.4103
C 7.7479 -1.5889 0.2192
C 8.3596 -0.6645 -0.6154
C 7.5948 0.2881 -1.2736
C 6.2221 0.3351 -1.0835
H 5.8957 -2.2732 1.0651
H 8.3431 -2.3381 0.7248
H 9.4328 -0.6840 -0.7504
H 8.0704 1.0018 -1.9335
H 5.6211 1.0762 -1.5940
F -6.0651 -1.6739 1.0155
C -5.4948 -0.4614 1.0090
F -5.7747 0.1233 2.1882
F -6.0761 0.2634 0.0421
C -4.0022 -0.5542 0.8090
C -3.1927 -0.8892 1.8829
C -1.8267 -0.9363 1.6771
N -1.2619 -0.6458 0.5053
C -2.0507 -0.3279 -0.5205
C -3.4318 -0.2830 -0.4231
H -3.6145 -1.0914 2.8575
H -1.1532 -1.2107 2.4830
H -1.5550 -0.0813 -1.4545
H -4.0466 -0.0435 -1.2776
C 1.5306 7.3389 -0.6520
C 0.3743 6.8692 -0.0486
C 0.2053 5.5098 0.1760
C 1.2006 4.6196 -0.2049
C 2.3491 5.0882 -0.8338
C 2.5164 6.4469 -1.0494
As 1.0685 2.6874 0.1420
C -0.3430 2.6508 1.4792
C -1.7078 2.7653 1.2587
C -2.5853 2.7313 2.3332
C -2.0952 2.5416 3.6197
C -0.7328 2.4135 3.8442
C 0.1592 2.4892 2.7784
C 1.6294 2.4686 2.8739
C 2.3692 2.3892 4.0504
C 3.7529 2.4420 4.0009
C 4.4123 2.5812 2.7852
C 3.6840 2.6654 1.6095
C 2.3002 2.6071 1.6505
H 1.6616 8.4003 -0.8163
H -0.4018 7.5606 0.2531
H -0.6969 5.1544 0.6553
H 3.1169 4.3924 -1.1539
H 3.4135 6.8127 -1.5315
H -2.0878 2.8995 0.2518
H -3.6488 2.8545 2.1716
H -2.7832 2.5067 4.4549
H -0.3704 2.2795 4.8558
H 1.8725 2.3067 5.0090
H 4.3241 2.3870 4.9183
H 5.4934 2.6147 2.7548
H 4.2016 2.7657 0.6634
C -6.4171 -1.0832 -4.6589
C -5.3805 -1.9262 -3.9672
C -4.0502 -1.9192 -4.3732
C -3.0923 -2.6533 -3.6938
C -3.4449 -3.4317 -2.5959
N -2.3944 -4.1077 -1.9236
C -2.5023 -5.0949 -0.9891
O -3.5175 -5.6057 -0.5802
N -1.2558 -5.5959 -0.5619
C -0.0551 -4.9671 -0.2980
C 1.0886 -5.7463 -0.0743
C 2.2987 -5.1328 0.1643
C 2.3586 -3.7484 0.2090
N 1.2686 -3.0004 0.0568
C 0.0928 -3.5838 -0.1975
C -4.7793 -3.4881 -2.2048
C -5.7214 -2.7327 -2.8861
H -5.9683 -0.1838 -5.0796
H -7.1938 -0.7866 -3.9551
H -6.8956 -1.6302 -5.4736
H -3.7574 -1.3357 -5.2387
H -2.0586 -2.6268 -4.0263
H -1.4877 -3.9871 -2.3435
H -1.3383 -6.5430 -0.2279
H 1.0094 -6.8261 -0.1111
H 3.1941 -5.7184 0.3169
H 3.2865 -3.2201 0.3914
H -0.7590 -2.9239 -0.2869
H -5.0780 -4.1190 -1.3850
H -6.7526 -2.7720 -2.5566
*
```

---

This record from the Open Molecules 2025 dataset describes a molecular structure, C43H36F3FeN3P2S2 in a non-equilibrium geometry. The level of theory is wB97M-V/def2-TZVPD.

Properties
Energy relative to the best compared isomer or geometry (same formula, charge and spin): 169.48 kJ/mol
E_LUMO (alpha / beta): -2.54 / -4.84 eV

```
! RIJCOSX wB97M-V def2-TZVPD def2/J DEFGRID3
* xyz 1 6
Fe -0.3785 0.4536 2.6345
C -0.2906 -0.4191 -3.0482
N 0.8105 0.5091 -3.3603
C 0.9040 1.6646 -2.4909
P 0.6753 1.3334 -0.6437
C 0.4401 3.1214 -0.2656
C -0.8902 3.6015 -0.3040
C -1.2429 4.9104 0.0021
C -0.2330 5.8450 0.3470
C 1.0982 5.3585 0.3952
C 1.4508 4.0307 0.0699
C 2.3299 0.9677 0.0374
C 3.1509 0.0404 -0.6151
C 4.4155 -0.2085 -0.0894
C 4.9367 0.4960 0.9961
C 4.0992 1.3593 1.6617
C 2.7909 1.5877 1.2224
C 1.1394 0.7451 -4.7271
C 1.5133 2.0120 -5.1829
C 1.8015 2.2452 -6.5320
C 1.7271 1.2217 -7.4783
C 1.3689 -0.0625 -7.0314
C 1.1481 -0.3054 -5.6812
P -0.3010 -1.0541 -1.2723
C -0.0120 -2.8518 -1.4874
C -0.9011 -3.6673 -2.2031
C -0.7135 -5.0390 -2.2031
C 0.3597 -5.6369 -1.5167
C 1.1955 -4.8104 -0.7956
C 1.0724 -3.4263 -0.8227
C -2.0874 -0.9197 -0.8949
C -2.8380 -2.0528 -0.4320
C -4.1996 -1.8832 -0.2290
C -4.8549 -0.6686 -0.4244
C -4.1226 0.3696 -0.9460
C -2.7597 0.2382 -1.2507
H -0.2079 -1.2985 -3.7056
H -1.2749 0.0171 -3.3358
H 0.2345 2.4877 -2.7903
H 1.9152 2.0571 -2.5745
H -1.6809 2.8410 -0.4137
H -2.2612 5.2352 -0.0542
H -0.4711 6.9011 0.5745
H 1.9555 6.0646 0.6161
H 2.4707 3.7102 0.0890
H 2.7633 -0.4708 -1.4920
H 4.9952 -1.0445 -0.4859
H 5.9917 0.3831 1.2692
H 4.4668 1.9527 2.5145
H 2.0690 2.2790 1.7089
H 1.6250 2.8611 -4.5114
H 2.0838 3.2799 -6.8305
H 1.9915 1.4659 -8.5456
H 1.2694 -0.9047 -7.7216
H 0.9289 -1.3103 -5.3307
H -1.7826 -3.2285 -2.6886
H -1.4119 -5.6602 -2.7618
H 0.5042 -6.7128 -1.5436
H 1.9991 -5.2186 -0.1771
H 1.8021 -2.8084 -0.2987
H -2.3238 -2.9632 -0.1664
H -4.7720 -2.7180 0.1497
H -5.8786 -0.5180 -0.1112
H -4.6677 1.3060 -1.2247
H -2.2262 1.1052 -1.6748
S -1.1871 2.4321 3.2034
C -0.1411 1.8804 4.4613
C -0.2050 2.4773 5.7291
C 0.6617 2.0731 6.7414
C 1.5781 0.9747 6.4615
C 1.5943 0.4662 5.1647
N 0.7440 0.8545 4.1979
H -0.8914 3.3193 5.8563
H 0.5748 2.5300 7.7209
H 2.2171 0.5322 7.2362
H 2.2565 -0.3202 4.8507
F -1.4140 -5.2002 3.6484
C -1.1096 -4.2409 2.7243
F -1.4309 -4.7713 1.4746
F 0.2679 -4.1162 2.7510
C -1.8074 -2.9592 3.0612
C -2.9249 -2.9092 3.8740
C -3.6580 -1.7169 3.9928
C -3.1254 -0.5225 3.5308
N -1.9705 -0.5476 2.7902
C -1.3561 -1.7523 2.4969
S 0.1409 -1.5453 1.5643
H -3.2762 -3.8025 4.3604
H -4.5523 -1.7347 4.5824
H -3.6958 0.4031 3.6038
*
```